Record 1
{"formula": "C2H2FN", "method": "ωB97M-V/def2-TZVPD", "multiplicity": 3, "symbols": ["N", "C", "H", "H", "C", "F"], "coordinates": [[2.13069, 0.08015, -0.26422], [-0.45438, 0.19953, -0.01440], [-1.05585, 0.67244, 0.74426], [-0.49933, -1.31600, 0.84063], [1.01289, 0.18525, -0.16659], [-1.13403, 0.17861, -1.13968]]}

***

Record 2
{"formula": "C2H2FN2O3", "method": "ωB97M-V/def2-TZVPD", "multiplicity": 1, "smiles": "NN(F)C(=O)C(=O)[O-]", "charge": -1, "symbols": ["N", "O", "O", "F", "C", "H", "N", "C", "H", "O"], "coordinates": [[0.86934, -0.06091, 1.52290], [-1.36248, -0.22350, -2.49049], [0.52324, 1.02443, -1.88868], [-0.19658, -1.73866, 0.21519], [-0.54968, 0.40610, -0.30355], [0.01571, -0.01515, 2.16487], [0.62440, -0.39802, 0.23342], [-0.49701, 0.32288, -1.79764], [1.65072, -0.50679, 1.94221], [-1.07765, 1.18962, 0.40176]]}

***

Record 3
{"formula": "C2H2FN3", "method": "ωB97M-V/def2-TZVPD", "multiplicity": 1, "symbols": ["H", "F", "C", "C", "N", "N", "N", "H"], "coordinates": [[-1.02969, 0.94346, 1.07350], [-2.52022, -0.67211, 0.10509], [1.52890, -0.49893, -0.04278], [-1.24908, -0.52514, -0.44364], [-0.58495, 0.38787, 0.30450], [2.32650, -1.28751, 0.16711], [0.74132, 0.66391, -0.07874], [0.78722, 0.98846, -1.08504]]}

***

Record 4
{"formula": "C2H2FN3O", "method": "ωB97M-V/def2-TZVPD", "multiplicity": 3, "symbols": ["O", "N", "F", "C", "H", "N", "N", "H", "C"], "coordinates": [[-2.28190, -0.83191, -1.17068], [1.55515, 0.67815, -0.43031], [0.21177, 2.57817, -0.34770], [0.64723, 1.38536, -0.62955], [1.88324, -0.98401, 0.31922], [-1.24677, -0.63850, 0.95606], [2.24363, -0.31995, -0.35209], [-1.26958, -1.07956, 1.77559], [-1.74276, -0.78775, -0.12053]]}

***

Record 5
{"formula": "C2H2FNO", "method": "ωB97M-V/def2-TZVPD", "multiplicity": 1, "smiles": "FO[C@H]1C=N1", "symbols": ["H", "C", "N", "H", "C", "F", "O"], "coordinates": [[-0.70529, -0.61808, 1.19943], [0.12687, 0.71445, -0.55186], [-0.54884, 1.45681, 0.20575], [1.02797, 0.37472, -1.15702], [-0.97122, 0.03683, 0.10811], [-3.23901, 0.00190, 0.24425], [-2.03583, -0.42648, -0.52755]]}

***

Record 6
{"formula": "C2H2FNO2", "method": "ωB97M-V/def2-TZVPD", "multiplicity": 1, "symbols": ["O", "C", "H", "C", "H", "N", "O", "F"], "coordinates": [[-0.67369, -0.50546, -0.84790], [0.32013, 1.68075, 3.61049], [-0.30509, -1.36448, -2.39999], [-0.14282, -0.30507, 0.17412], [0.77178, 0.47362, 1.87268], [0.39403, -0.28524, 1.27330], [-0.19441, 2.48388, 4.22963], [-0.03146, -1.92363, -3.06567]]}

***

Record 7
{"formula": "C2H2FNO2", "method": "ωB97M-V/def2-TZVPD", "multiplicity": 1, "symbols": ["H", "C", "C", "O", "N", "O", "H", "F"], "coordinates": [[0.59329, -1.47861, 0.17887], [1.43008, 0.26171, -0.21761], [0.52673, -0.38235, 0.44907], [-1.53309, 1.39536, -0.24536], [-1.34338, 0.33710, 0.15488], [2.05294, 0.96613, -0.87841], [0.13505, -0.23641, 1.44797], [-1.86162, -0.86294, -0.88940]]}

***

Record 8
{"formula": "C2H2FO2Yb", "method": "ωB97M-V/def2-TZVPD", "multiplicity": 1, "charge": 1, "symbols": ["H", "Yb", "O", "F", "C", "H", "O", "C"], "coordinates": [[-2.20108, -1.97601, -0.82005], [1.44991, -0.06316, 0.03886], [-0.78966, -0.46105, -0.27772], [3.43526, 0.19070, 0.09013], [-2.41322, 0.00125, -0.04536], [-1.87207, -1.75182, 1.05058], [-3.02054, 0.96417, 0.07230], [-1.85366, -1.35930, 0.02248]]}

***

Computed strongest force on any atom, in the same sequence as the records: 6.61, 2.45, 2.48, 6.10, 5.94, 2.39, 3.99, 2.59 eV/A.
Computed total energy, in the same sequence as the records: -6307.1739, -13945.3634, -9290.3927, -11335.0503, -8354.8536, -10408.7482, -10403.7331, -40440.5340 eV.
Computed energy relative to the best compared isomer or geometry (same formula, charge and spin), in the same sequence as the records: 28.16, 0.00, 69.72, 18.98, 132.95, 10.03, 125.68, 30.24 kcal/mol.